Formula: C5H9N
Source: the OMol25 dataset
Level of theory: ωB97M-V/def2-TZVPD

Values from the calculation:
SMILES: C=C/C=C/NC
Maximum force, eV/A: 2.31
M, g/mol: 83.13
ΔE to the lowest compared entry with this formula, charge and spin, kcal/mol: 103.2
Spin multiplicity: 1
HOMO-LUMO gap, eV: 6.498

Last column: natural (NBO) charge in e.
CARTESIAN COORDINATES (ANGSTROEM)
C (-1.946, 0.697, -1.853)  -0.404
N (-0.939, -0.270, -1.443)  -0.583
C (-0.497, -0.309, -0.157)  0.083
C (0.719, -0.770, 0.239)  -0.359
C (1.179, -0.401, 1.541)  -0.078
C (2.425, -0.059, 2.101)  -0.615
H (-2.892, 0.164, -2.002)  0.191
H (-1.722, 1.133, -2.824)  0.210
H (-2.093, 1.408, -1.047)  0.206
H (-0.258, -0.662, -2.072)  0.392
H (-1.183, 0.021, 0.615)  0.196
H (1.378, -1.416, -0.332)  0.214
H (0.380, 0.117, 2.104)  0.149
H (2.931, -0.667, 2.844)  0.214
H (2.518, 1.012, 2.285)  0.185